No. 1
ORCA calculation (ωB97M-V with the def2-TZVPD basis set) on C28H40EuNO2 as an isolated structure in a non-equilibrium geometry.

Cartesian coordinates (Å):
Eu  -0.363  -0.913  0.303
O  -0.268  5.367  -1.302
O  0.231  1.104  -0.906
N  0.624  -6.202  1.594
C  -0.397  -0.301  2.988
C  -2.933  -1.397  1.153
C  -0.427  2.103  -0.019
C  1.083  -1.968  2.403
C  -2.482  -2.072  -1.010
C  0.781  -5.496  -1.283
C  0.631  -3.267  -0.396
C  -2.806  -0.680  -1.040
C  1.307  -2.752  -1.472
C  1.030  5.937  -1.731
C  1.742  -0.718  2.215
C  -0.233  -1.716  2.893
C  -0.756  6.735  -1.269
C  1.477  -5.008  -2.390
C  -3.084  -0.264  0.299
C  -1.108  7.132  0.145
C  0.826  0.315  2.580
C  1.752  -3.644  -2.488
C  -0.237  -5.225  0.981
C  -2.569  -2.515  0.345
C  1.436  1.688  -1.508
C  0.397  -4.614  -0.244
C  -1.888  6.971  -2.248
C  2.042  -6.042  1.679
C  0.638  3.144  0.289
C  0.564  7.372  -1.771
C  0.073  -7.396  2.152
C  1.427  3.122  -1.026
H  2.777  -0.576  1.894
H  0.482  7.783  -2.786
H  -2.802  6.459  -1.924
H  1.045  1.384  2.603
H  -1.573  6.640  -3.245
H  0.190  4.117  0.510
H  -2.406  -3.534  0.693
H  -2.841  -0.047  -1.928
H  1.311  1.587  -2.594
H  -0.275  6.914  0.823
H  1.501  -2.949  2.193
H  0.841  3.697  -1.749
H  -0.974  -2.472  3.159
H  -0.999  -7.263  2.332
H  0.601  -7.619  3.089
H  1.342  5.558  -2.710
H  -1.275  2.519  -0.600
H  -3.103  -1.415  2.229
H  -1.310  8.209  0.176
H  1.793  -5.714  -3.167
H  0.214  -8.261  1.481
H  2.401  3.594  -0.952
H  -2.085  8.051  -2.288
H  -2.001  6.598  0.491
H  2.379  -6.714  2.480
H  0.541  -6.562  -1.176
H  1.803  5.758  -0.975
H  2.339  -5.009  1.920
H  -0.851  1.615  0.891
H  -3.388  0.735  0.614
H  2.341  1.160  -1.163
H  2.562  -6.336  0.751
H  2.302  -3.261  -3.350
H  -2.229  -2.697  -1.867
H  -1.173  -5.755  0.709
H  1.071  8.045  -1.079
H  1.263  2.850  1.149
H  -0.526  -4.433  1.707
H  -1.297  0.218  3.330
H  1.498  -1.676  -1.584

Properties
Frontier orbital gap (alpha / beta) in eV: 4.4870 / 5.0554
DFT total energy in Eh: -2006.37715
Expectation value of S²: 15.762
ΔE to the lowest compared entry with this formula, charge and spin in kcal/mol: 0.0
Lowest unoccupied orbital energy (alpha / beta) in eV: 1.98 / 1.98
Largest force on an atom in eV/Å: 2.8
Net charge: -1
Multiplicity: 8

Here are the Löwdin charges for atoms 1 to 2, given in e: number 1, Eu, carries 1.54; number 2, O, carries -0.12

No. 2
ORCA calculation (ωB97M-V with the def2-TZVPD basis set) on C5H9N in the gas phase in a non-equilibrium geometry.

Cartesian coordinates (Å):
N  -1.451  -0.832  -0.066
C  0.812  -0.008  -0.204
C  -0.088  -1.277  0.011
C  -0.066  1.168  -0.236
C  2.179  -0.082  0.057
C  -1.422  0.618  0.290
H  -1.568  0.751  1.367
H  0.160  -1.711  1.002
H  -2.309  1.036  -0.148
H  -1.868  -0.904  -1.042
H  2.787  0.880  0.224
H  0.321  2.026  0.372
H  -0.139  1.512  -1.235
H  2.584  -1.072  0.317
H  0.067  -2.104  -0.712

Properties
Frontier orbital gap in eV: 10.0130
DFT total energy in Eh: -250.61587
ΔE to the lowest compared entry with this formula, charge and spin in kcal/mol: 32.0
SMILES string: C=C1CCNC1
Lowest unoccupied orbital energy in eV: 1.09
Largest force on an atom in eV/Å: 4.6
Net charge: 0
Multiplicity: 1

Here are the Löwdin charges for atoms 1 to 2, given in e: number 1, N, carries -0.09; number 2, C, carries -0.29

No. 3
ORCA calculation (ωB97M-V with the def2-TZVPD basis set) on C16H22O6 in the gas phase.

Cartesian coordinates (Å):
O  1.490  -1.865  0.188
O  2.074  2.141  0.213
O  -3.171  -1.347  0.494
O  4.714  2.339  -0.094
O  -2.876  1.545  0.613
O  6.354  0.879  -0.313
C  2.673  -3.824  -0.426
C  -1.999  -0.678  0.448
C  1.303  -3.235  -0.126
C  -4.639  -0.312  -1.159
C  -1.787  0.718  0.526
C  0.631  0.321  0.495
C  -4.429  -0.719  0.293
C  -2.386  3.309  -1.024
C  4.178  -0.033  0.038
C  -0.483  1.168  0.541
C  -2.716  2.939  0.419
C  -0.894  -1.521  0.347
C  1.936  0.973  0.568
C  3.121  0.219  1.127
C  0.414  -1.064  0.360
C  5.186  1.105  -0.136
H  -1.439  2.873  -1.333
H  2.572  -4.870  -0.696
H  2.807  -0.726  1.559
H  -1.965  3.344  1.106
H  -4.499  -1.171  -1.812
H  3.727  2.390  0.026
H  -5.149  -1.495  0.572
H  3.562  0.835  1.917
H  -3.168  2.951  -1.690
H  -3.691  3.349  0.696
H  -0.267  2.221  0.622
H  3.319  -3.739  0.443
H  0.646  -3.332  -1.001
H  4.747  -0.933  0.272
H  -4.549  0.138  0.958
H  0.841  -3.756  0.722
H  3.136  -3.288  -1.251
H  3.687  -0.195  -0.924
H  -3.931  0.461  -1.440
H  -1.115  -2.572  0.266
H  -5.647  0.071  -1.288
H  -2.318  4.389  -1.115

Properties
Frontier orbital gap in eV: 8.4092
DFT total energy in Eh: -1074.31747
ΔE to the lowest compared entry with this formula, charge and spin in kcal/mol: 21.6
SMILES string: CCOc1cc(OCC)c(C(=O)CCC(=O)O)cc1OCC
Lowest unoccupied orbital energy in eV: 0.03
Largest force on an atom in eV/Å: 0.7
Net charge: 0
Multiplicity: 1

Here are the Löwdin charges for atoms 1 to 2, given in e: number 1, O, carries -0.06; number 2, O, carries 0.07

No. 4
ORCA calculation (ωB97M-V with the def2-TZVPD basis set) on C24H20N4O3S2 in the gas phase in a non-equilibrium geometry.

Cartesian coordinates (Å):
S  0.442  0.195  2.612
S  -3.357  -2.949  2.443
O  2.632  0.858  -1.917
O  0.664  2.136  -3.033
O  -3.236  0.116  0.045
N  -1.615  -2.397  0.555
N  -2.151  -0.139  2.029
N  -1.748  -6.059  3.603
N  -2.416  2.932  -0.653
C  -0.837  1.651  0.875
C  1.401  0.281  -1.797
C  -1.025  0.614  1.759
C  -1.182  -0.746  -1.698
C  1.294  1.458  1.796
C  0.510  2.123  0.917
C  0.338  0.964  -2.438
C  0.089  -4.504  1.073
C  2.704  3.034  0.752
C  -0.378  2.917  -3.579
C  0.424  -3.549  0.136
C  2.669  2.013  1.915
C  -1.461  -5.299  2.793
C  -1.915  -3.270  1.488
C  1.250  3.241  0.264
C  -1.777  2.282  0.043
C  1.141  -0.873  -1.089
C  -3.095  -0.468  1.087
C  -1.098  -4.373  1.796
C  -0.933  0.412  -2.410
C  -4.070  -1.549  1.524
C  -0.458  -2.488  -0.103
C  -0.162  -1.379  -1.003
C  3.747  0.140  -1.453
H  -1.143  3.140  -2.829
H  0.094  3.841  -3.909
H  2.803  2.500  2.886
H  1.342  -3.626  -0.423
H  0.737  -5.346  1.268
H  -4.814  -1.122  2.198
H  -2.087  -0.741  2.842
H  -4.572  -1.931  0.635
H  0.843  4.202  0.586
H  4.617  0.733  -1.730
H  3.728  0.015  -0.365
H  -0.839  2.421  -4.438
H  1.930  -1.367  -0.544
H  3.154  3.973  1.068
H  1.185  3.196  -0.823
H  3.816  -0.845  -1.926
H  -2.179  -1.151  -1.670
H  3.445  1.251  1.822
H  -1.752  0.896  -2.912
H  3.299  2.637  -0.069

Properties
Frontier orbital gap in eV: 7.6204
DFT total energy in Eh: -2167.67690
ΔE to the lowest compared entry with this formula, charge and spin in kcal/mol: 13.3
SMILES string: COc1ccc(-c2ccc(C#N)c(SCC(=O)Nc3sc4c(c3C#N)CCC4)n2)cc1OC
Lowest unoccupied orbital energy in eV: -0.33
Largest force on an atom in eV/Å: 1.1
Net charge: 0
Multiplicity: 1

Here are the Löwdin charges for atoms 1 to 2, given in e: number 1, S, carries 1.11; number 2, S, carries 1.01

No. 5
ORCA calculation (ωB97M-V with the def2-TZVPD basis set) on C4H10ClFN2 in the gas phase in a non-equilibrium geometry.

Cartesian coordinates (Å):
Cl  1.483  -1.046  -0.823
F  0.818  -0.811  1.580
N  0.836  2.013  -0.680
N  -1.635  -0.283  -0.499
C  0.277  1.164  0.394
C  -2.971  -0.687  -0.225
C  -1.222  0.770  0.395
C  1.213  -0.018  0.614
H  -3.741  0.109  -0.293
H  -3.046  -1.057  0.865
H  -3.235  -1.490  -0.945
H  -0.981  -1.064  -0.329
H  -1.831  1.631  0.047
H  0.370  1.829  -1.546
H  2.201  0.362  0.840
H  -1.421  0.456  1.443
H  0.607  3.021  -0.451
H  0.323  1.807  1.326

Properties
Frontier orbital gap in eV: 9.8265
DFT total energy in Eh: -827.95031
ΔE to the lowest compared entry with this formula, charge and spin in kcal/mol: 6.6
SMILES string: CNC[C@H](N)[C@@H](F)Cl
Lowest unoccupied orbital energy in eV: 0.86
Largest force on an atom in eV/Å: 2.5
Net charge: 0
Multiplicity: 1

Here are the Löwdin charges for atoms 1 to 2, given in e: number 1, Cl, carries 0.66; number 2, F, carries 0.00

No. 6
ORCA calculation (ωB97M-V with the def2-TZVPD basis set) on a 2-piece molecular cluster, C27H34N3O overall in a non-equilibrium geometry.

Cartesian coordinates (Å):
O  -0.063  3.174  0.396
N  3.747  -2.166  1.169
N  -3.120  -1.521  0.534
N  -0.758  1.103  -1.414
C  -1.126  -0.670  1.232
C  4.715  0.047  0.446
C  3.720  -0.911  0.560
C  -3.137  0.680  1.706
C  -4.550  -1.679  0.320
C  2.201  0.335  -0.884
C  0.004  4.215  1.364
C  -2.059  1.403  -3.352
C  -2.508  -3.452  -0.866
C  3.176  1.335  -0.963
C  -2.531  -0.486  1.268
C  -2.284  1.700  2.146
C  4.426  1.180  -0.331
C  4.907  -2.736  1.843
C  2.561  -2.807  0.982
C  -0.302  0.313  1.779
C  -0.872  -1.793  0.332
C  1.679  -1.945  0.248
C  -0.735  3.534  -0.784
C  -0.455  2.465  -1.852
C  -0.915  1.449  2.315
C  -1.303  2.718  -3.099
C  2.462  -0.773  -0.077
C  -2.162  -2.307  -0.015
C  0.349  -2.147  -0.247
C  -2.001  0.656  -2.013
C  2.376  -4.195  1.442
H  0.617  2.504  -2.098
H  -1.827  3.602  -0.584
H  -1.004  4.522  1.701
H  -4.751  -1.886  -0.739
H  -2.016  -0.438  -2.111
H  -1.997  3.541  -2.886
H  2.489  -4.310  2.531
H  -0.692  1.019  -0.405
H  -3.085  1.560  -3.693
H  0.782  0.201  1.757
H  -4.218  0.800  1.655
H  0.279  -2.775  -1.145
H  -2.863  0.952  -1.388
H  -0.677  3.013  -3.947
H  5.739  -2.029  1.794
H  0.504  5.105  0.951
H  -0.312  2.141  2.903
H  -5.070  -0.761  0.609
H  3.087  -4.870  0.938
H  1.246  0.391  -1.411
H  -4.962  -2.512  0.909
H  2.943  2.237  -1.526
H  5.212  -3.673  1.360
H  -1.568  -3.860  -1.250
H  5.180  1.953  -0.462
H  -2.686  2.685  2.390
H  -0.377  4.524  -1.140
H  5.668  -0.101  0.951
H  -1.535  0.796  -4.098
H  4.676  -2.960  2.893
H  -3.146  -3.155  -1.716
H  0.582  3.796  2.196
H  1.360  -4.488  1.169
H  -3.017  -4.245  -0.294

Properties
Frontier orbital gap in eV: 5.6179
DFT total energy in Eh: -1288.49584
ΔE to the lowest compared entry with this formula, charge and spin in kcal/mol: 17.5
Lowest unoccupied orbital energy in eV: -4.51
Largest force on an atom in eV/Å: 2.9
Net charge: +1
Multiplicity: 1

Here are the Löwdin charges for atoms 1 to 2, given in e: number 1, O, carries -0.23; number 2, N, carries -0.05